{
  "formula": "C18H22FNO4S",
  "method": "wB97M-V/def2-TZVPD",
  "smiles": "CC(C)CCNC(=O)c1ccc(CS(=O)(=O)Cc2ccccc2F)o1",
  "relative_energy_kcal_mol": 0.00,
  "total_energy_ev": -42255.8312,
  "lumo_energy_ev": 0.53,
  "species": ["C", "H", "H", "H", "C", "C", "H", "H", "H", "C", "H", "H", "C", "N", "C", "O", "C", "C", "C", "C", "C", "H", "H", "S", "O", "O", "C", "C", "C", "C", "C", "C", "C", "H", "H", "H", "H", "F", "H", "H", "O", "H", "H", "H", "H", "H", "H"],
  "positions_angstrom": [[1.476295, 2.555465, -1.461511], [0.507186, 2.741413, -1.921870], [1.852685, 3.497296, -1.067998], [1.337770, 1.874078, -0.627182], [2.452119, 1.986495, -2.490427], [2.656861, 3.000718, -3.615161], [3.400066, 2.645449, -4.325219], [2.998256, 3.951691, -3.212928], [1.723120, 3.169965, -4.148306], [1.956698, 0.648326, -3.063262], [2.315883, 0.538539, -4.088139], [0.864579, 0.643216, -3.093081], [2.447673, -0.571847, -2.281489], [1.974837, -0.589668, -0.919920], [2.803116, -0.455862, 0.138889], [4.016531, -0.414318, 0.056262], [2.106348, -0.377150, 1.437789], [2.622252, -0.257535, 2.700664], [1.518751, -0.199219, 3.577159], [0.399933, -0.277794, 2.794449], [-1.026748, -0.340195, 3.134003], [-1.218913, -0.022757, 4.153450], [-1.663260, 0.196085, 2.434942], [-1.584908, -2.103115, 3.047146], [-2.876675, -2.182212, 3.671573], [-0.542812, -2.945880, 3.556931], [-1.773560, -2.465676, 1.249759], [-2.843360, -1.611629, 0.682424], [-2.563507, -0.566874, -0.192979], [-3.541046, 0.269880, -0.694950], [-4.854428, 0.067038, -0.309184], [-5.167221, -0.966806, 0.558774], [-4.174784, -1.798121, 1.045485], [-4.416492, -2.592460, 1.732685], [-6.191147, -1.126935, 0.857783], [-5.629268, 0.714074, -0.689500], [-3.265233, 1.061333, -1.373695], [-1.280778, -0.361174, -0.583934], [-0.797266, -2.294544, 0.806867], [-2.021661, -3.523910, 1.224301], [0.749568, -0.393386, 1.494723], [1.543648, -0.108267, 4.643022], [3.661760, -0.219025, 2.950627], [0.978332, -0.550404, -0.774500], [2.114811, -1.485775, -2.787258], [3.538926, -0.575264, -2.229155], [3.415064, 1.816741, -1.998062]],
  "forces_ev_per_angstrom": [[0.27, -0.06, -0.01], [-0.14, 0.03, -0.05], [-0.01, 0.12, 0.07], [-0.09, -0.01, 0.12], [-0.21, 0.07, -0.15], [0.09, -0.16, 0.24], [0.06, -0.01, -0.12], [0.02, 0.14, -0.01], [-0.12, 0.04, -0.10], [0.35, -0.07, 0.27], [-0.06, -0.04, -0.07], [-0.11, 0.02, -0.11], [0.04, -0.01, -0.39], [-0.25, -0.04, -0.08], [-0.32, -0.12, -0.15], [0.12, 0.07, 0.20], [0.77, 0.10, 0.98], [-0.17, -0.08, -0.87], [-0.69, 0.04, -0.34], [0.69, 0.27, 0.71], [-0.16, -1.00, -0.56], [-0.07, -0.07, 0.08], [-0.09, 0.18, 0.01], [0.04, -0.04, 0.01], [-0.32, 0.22, -0.08], [0.37, -0.03, -0.14], [0.30, 0.39, 0.89], [-0.17, 0.34, -0.41], [-0.19, -0.15, 0.08], [0.17, 0.00, -0.01], [0.09, -0.04, 0.03], [-0.10, -0.07, 0.03], [-0.02, 0.13, -0.17], [-0.04, -0.08, 0.07], [-0.10, -0.02, 0.03], [-0.07, 0.06, -0.04], [0.06, 0.07, -0.07], [-0.08, -0.01, 0.00], [0.05, -0.07, -0.05], [0.03, -0.09, 0.11], [-0.15, 0.03, -0.28], [-0.07, -0.01, 0.25], [0.24, 0.01, -0.03], [0.02, -0.01, 0.15], [0.13, 0.05, 0.04], [-0.13, -0.06, -0.07], [0.01, -0.03, 0.00]],
  "lowdin_charge": [-0.070, 0.080, 0.078, 0.057, -0.426, -0.085, 0.075, 0.074, 0.080, -0.162, 0.111, 0.113, -0.172, 0.077, -0.444, 0.074, -0.160, 0.036, 0.013, -0.318, -0.108, 0.121, 0.110, 0.692, -0.313, -0.298, -0.142, -0.213, -0.227, -0.003, -0.071, -0.067, -0.030, 0.117, 0.107, 0.107, 0.119, 0.053, 0.099, 0.121, 0.060, 0.120, 0.123, 0.113, 0.120, 0.122, 0.136]
}